1.
The molecule C20H25N5O3S at a distorted geometry, computed with wB97M-V/def2-TZVPD.

```
54
Properties=species:S:1:pos:R:3:forces:R:3
C 2.367868 4.691263 -1.248853 -0.363 -0.131 -0.211
H 2.031411 4.673372 -0.215386 0.003 0.022 0.122
H 2.959086 3.798376 -1.438917 0.102 -0.063 0.019
H 3.001584 5.560627 -1.400353 0.111 0.087 -0.002
C 1.159817 4.774746 -2.180645 0.178 0.204 0.042
H 0.650961 5.731214 -2.035710 0.108 -0.045 -0.104
O 0.168509 3.805389 -1.921647 -0.157 -0.119 0.142
C 0.504753 2.498924 -2.322312 -0.114 -0.244 -0.147
C -0.609842 1.553399 -1.888292 0.193 0.260 0.167
C -0.667311 1.456197 -0.370284 0.159 0.292 -0.155
N -1.665869 0.493216 0.042385 -0.190 -0.397 -0.135
C -1.897953 0.250511 1.345399 -0.268 -0.009 0.122
N -2.738556 -0.747062 1.700106 -0.182 -0.054 -0.089
H -2.964550 -0.759879 2.683920 0.169 0.078 -0.096
C -3.462414 -1.657139 0.845181 -0.298 0.055 -0.182
H -2.853903 -1.879327 -0.035607 -0.069 -0.027 -0.005
C -3.759507 -2.968504 1.573093 0.435 0.018 -0.222
H -4.510481 -3.520726 1.006792 -0.077 0.005 0.031
H -4.176069 -2.750706 2.559416 -0.115 -0.019 0.037
C -2.518383 -3.859930 1.718469 -0.360 -0.037 -0.073
N -1.490351 -3.280530 2.541896 0.014 -0.127 0.461
C -0.470822 -2.546948 2.040988 0.409 0.069 -0.154
N -0.313017 -2.489823 0.736468 -0.376 -0.253 0.221
C 0.703118 -1.779700 0.218056 0.463 0.366 0.326
C 0.829342 -1.754288 -1.192418 0.298 0.180 -0.341
C 1.839100 -1.011260 -1.719106 0.099 0.078 0.327
C 2.736899 -0.276261 -0.911524 -0.188 -0.176 0.137
C 2.654226 -0.282413 0.444332 0.207 0.110 -0.536
C 1.621179 -1.053108 1.030916 -0.294 -0.256 -0.104
C 1.448392 -1.127294 2.424647 -0.378 -0.316 -0.029
C 0.421211 -1.875805 2.945819 0.408 0.138 -1.030
C 0.199609 -1.990859 4.329995 -0.031 0.026 0.541
N -0.026978 -2.136478 5.446422 -0.093 -0.052 0.294
H 2.115232 -0.586906 3.080381 0.025 0.033 0.073
H 3.336439 0.278040 1.061637 0.119 0.099 0.066
O 3.619479 0.388364 -1.724062 -0.078 0.051 0.485
C 3.300952 0.012036 -3.042740 0.769 0.389 -1.064
O 2.159547 -0.816505 -3.031498 -0.503 -0.261 0.365
H 4.148642 -0.535933 -3.486654 -0.227 0.065 0.170
H 3.096162 0.910024 -3.645165 -0.024 -0.185 0.190
H 0.145554 -2.317226 -1.804342 -0.115 -0.092 -0.077
H -1.656117 -3.221001 3.535360 0.061 -0.028 -0.057
H -2.813188 -4.817492 2.157440 0.059 0.034 -0.095
H -2.074513 -4.035977 0.737043 -0.122 -0.120 0.092
H -4.405848 -1.198881 0.513477 0.127 -0.069 -0.066
S -1.198412 1.156094 2.544427 0.254 0.548 0.590
H -1.915247 -0.209929 -0.636316 -0.075 0.003 0.050
H 0.315592 1.173630 0.029282 -0.089 0.062 -0.026
H -0.927481 2.429003 0.055469 0.115 -0.151 -0.037
H -0.421329 0.567818 -2.319875 -0.012 -0.018 -0.081
H -1.559554 1.931970 -2.268218 -0.057 -0.039 -0.099
H 0.626084 2.464101 -3.418495 0.028 -0.001 0.122
H 1.449801 2.182852 -1.860252 0.017 -0.025 -0.040
H 1.487144 4.706725 -3.230147 -0.075 0.047 0.068
```
Forces are in eV/Å.

Results
Charge: 0
E_LUMO in eV: 0.0
Orbital gap in Ha: 0.2862
ΔE to the lowest compared entry with this formula, charge and spin in eV: 1.577

Atom charges from the natural (NBO) analysis, given in e for atoms 1 to 8: number 1, C, carries -0.64; number 2, H, carries 0.22; number 3, H, carries 0.20; number 4, H, carries 0.21; number 5, C, carries -0.06; number 6, H, carries 0.19; number 7, O, carries -0.54; number 8, C, carries -0.05

---

2.
A structure of composition C27H45N8O2V at a distorted geometry, computed with wB97M-V/def2-TZVPD.

```
83
Properties=species:S:1:pos:R:3:forces:R:3
V 0.045378 -0.727834 -0.432998 0.918 -0.529 0.458
C 1.144878 -2.575834 1.849302 -0.035 -0.087 -0.480
N 2.448978 -1.963934 1.966302 -0.087 0.087 -0.295
C 3.184578 -2.228234 3.182002 0.198 0.009 0.258
C 2.886178 -1.110834 1.005302 0.346 0.186 0.305
N 2.037878 -0.597834 0.155102 0.382 -0.331 0.713
C 2.468378 0.006666 -1.024898 0.951 -0.054 -0.647
C 3.460778 -0.582234 -1.788498 -0.291 0.012 0.164
C 3.914778 0.005466 -2.972498 -0.034 0.216 -0.072
C 3.349478 1.163566 -3.422798 0.119 -0.151 0.014
C 2.246978 1.729866 -2.747498 -0.113 -0.057 -0.112
C 1.540478 2.799466 -3.335498 -0.074 0.044 0.042
C 0.365578 3.234366 -2.791898 0.074 0.021 -0.041
C -0.110222 2.668666 -1.606398 0.004 -0.217 0.083
C 0.599778 1.688966 -0.938298 -0.212 0.845 -0.503
N 0.079778 1.170866 0.261302 -0.183 0.853 0.862
C -0.266822 1.982266 1.223002 0.017 0.275 0.293
N 0.134278 3.309966 1.309402 -0.128 -0.348 -0.168
C -0.863022 4.363366 1.319102 0.004 0.025 0.094
C 1.447578 3.722266 0.869602 0.177 0.047 0.027
N -1.016122 1.556366 2.278002 0.112 0.070 -0.243
C -1.724622 0.300166 2.306602 0.035 -0.239 -0.204
C -1.112822 2.293566 3.517502 0.049 0.174 0.205
C 1.794078 1.163566 -1.526198 -0.194 -0.168 0.308
N 4.234278 -0.787934 1.097002 -0.380 -0.073 -0.235
C 5.231078 -1.831734 0.940002 0.023 -0.017 0.053
C 4.725278 0.530466 0.770902 0.081 0.211 0.010
H 0.911878 -3.090234 2.779002 -0.079 0.077 -0.028
H 1.137178 -3.295934 1.023202 -0.180 0.139 0.117
H 0.378778 -1.804134 1.651702 0.021 -0.242 0.335
H 2.511578 -2.138834 4.036102 0.008 -0.009 0.001
H 3.988778 -1.505934 3.299102 -0.053 -0.066 -0.008
H 3.607478 -3.235134 3.182102 0.031 -0.009 0.044
H 3.873878 -1.530434 -1.476298 0.025 -0.031 0.104
H 4.713178 -0.468734 -3.522798 0.067 -0.022 -0.087
H 3.690978 1.630166 -4.333598 0.030 0.032 -0.114
H 1.919378 3.217866 -4.256098 -0.001 0.061 -0.070
H -0.209222 4.011366 -3.271998 -0.031 0.088 -0.082
H -1.058522 2.988566 -1.193098 0.004 0.056 0.024
H -1.848822 3.946366 1.512102 -0.021 0.049 0.037
H -0.888322 4.877666 0.351702 0.007 -0.052 -0.012
H -0.627522 5.104466 2.086302 -0.069 0.005 0.030
H 2.113078 2.861266 0.885602 0.087 0.083 -0.030
H 1.823678 4.474766 1.567602 0.033 -0.053 0.017
H 1.448178 4.159166 -0.133698 0.001 -0.063 0.006
H -1.535122 -0.256334 1.386102 -0.196 0.237 0.334
H -2.798422 0.476566 2.418602 -0.038 -0.055 -0.040
H -1.390322 -0.289934 3.164102 0.006 -0.020 0.005
H -0.348222 3.061166 3.564202 -0.021 0.026 0.027
H -0.967822 1.604966 4.353302 -0.015 0.017 -0.031
H -2.097622 2.755366 3.626702 0.008 0.030 0.047
H 4.790778 -2.811934 1.101102 0.020 -0.035 0.050
H 6.046178 -1.674434 1.649202 0.005 -0.092 0.015
H 5.651278 -1.806834 -0.073198 -0.011 -0.003 0.047
H 3.929478 1.264266 0.882802 0.025 0.024 -0.023
H 5.129378 0.594766 -0.244798 -0.058 0.019 0.046
H 5.526778 0.771666 1.474902 -0.052 0.055 -0.021
C -4.798922 -0.171934 -2.605198 -0.006 0.058 0.170
C -4.678622 -0.104934 -1.083198 0.000 0.134 -0.166
N -4.234622 -1.340834 -0.459398 0.127 0.064 0.116
C -5.248122 -2.330034 -0.129298 -0.123 -0.391 -0.115
C -5.495322 -3.335234 -1.254198 -0.044 0.184 0.215
C -2.917322 -1.596334 -0.297898 -0.245 0.087 0.120
C -2.507322 -2.833134 0.452002 0.124 0.152 -0.074
N -1.966422 -0.810834 -0.687498 -1.051 0.154 -0.457
H -4.849222 0.837966 -3.006398 -0.009 0.038 -0.110
H -5.703322 -0.695234 -2.903698 -0.027 -0.065 -0.054
H -3.944122 -0.683334 -3.041898 0.101 0.011 -0.072
H -5.647222 0.152366 -0.650898 0.075 0.015 0.049
H -3.984822 0.691666 -0.800398 -0.082 -0.034 0.066
H -6.176622 -1.797234 0.085202 0.104 0.006 0.086
H -4.957722 -2.858134 0.781802 -0.083 0.114 -0.054
H -5.909622 -2.843534 -2.129198 -0.056 0.003 -0.088
H -6.200122 -4.088434 -0.912698 -0.072 -0.128 -0.051
H -4.572522 -3.825134 -1.552998 0.087 -0.101 -0.020
H -2.766722 -2.759634 1.509802 -0.027 0.007 0.000
H -1.427822 -2.935934 0.338002 -0.101 -0.175 0.065
H -2.984022 -3.718934 0.042602 0.035 -0.106 0.022
H -2.255322 -0.037934 -1.283498 -0.121 -0.107 0.142
O 0.446278 -2.598134 -1.256498 0.259 -0.825 1.244
C 0.395178 -2.035234 -2.360698 0.288 -1.065 -2.213
O 0.007378 -0.863934 -2.481698 -0.346 0.862 -0.591
H 0.708278 -2.593034 -3.265098 -0.120 0.058 0.146
```
Forces are in eV/Å.

Results
Charge: +1
E_LUMO (spin up / spin down) in eV: -1.8 / -1.8
Spin multiplicity: 2
Orbital gap (spin up / spin down) in Ha: 0.2500 / 0.2278
ΔE to the lowest compared entry with this formula, charge and spin in eV: 0.813

Atom charges from the Mulliken analysis, given in e for atoms 1 to 8: number 1, V, carries 0.51; number 2, C, carries -0.63; number 3, N, carries 0.10; number 4, C, carries -1.21; number 5, C, carries 0.01; number 6, N, carries 0.60; number 7, C, carries 0.05; number 8, C, carries -0.66